The following is a quantum chemistry calculation of a molecular structure, C20H30AsCaF9O14, from the Open Molecules 2025 dataset.

```
! wB97M-V def2-TZVPD RIJCOSX def2/J DEFGRID3
* xyz 0 1
Ca 0.14897 -0.34330 0.02570
As -3.43277 -0.40391 -0.43110
F -4.63507 -1.03669 -1.58559
F -2.86683 0.71228 -1.71656
F -2.09397 0.27994 0.64527
F -3.85995 -1.56798 0.93084
F -2.25999 -1.72593 -0.97349
F -4.50091 0.95252 0.17423
C 3.09186 -1.31079 0.13815
O 1.87287 -2.15558 -0.10110
O 2.45339 0.00175 -0.02806
C 3.69662 -1.64626 1.40211
F 4.36155 -2.84911 1.32548
F 4.60877 -0.71091 1.76922
F 2.71962 -1.64795 2.28538
C 2.13625 -3.51667 -0.64804
C 0.86989 -4.26150 -0.38504
H 0.87724 -4.53277 0.67064
H 0.00664 -3.60436 -0.49027
H 0.86263 -5.11222 -1.06645
H 2.88023 -4.19827 -0.23572
H 2.34368 -3.34192 -1.70376
H 3.92218 -1.58601 -0.51217
C -0.76321 6.07558 -2.25946
C -0.82516 4.59339 -2.68708
C 0.55038 3.99971 -3.22378
O 0.82001 2.89689 -2.37793
C -0.16765 2.86257 -1.31973
O -0.07024 1.97755 -0.42662
O -0.99130 3.86935 -1.50812
H -1.51687 6.23804 -1.48895
H -0.79767 6.75405 -3.11187
H 0.11791 6.07197 -1.61781
H -1.64542 4.45889 -3.39220
H 1.37675 4.68624 -3.03968
H 0.59111 3.74982 -4.28396
C -2.96814 -4.63449 4.17169
C -2.25065 -3.18402 4.46271
C -0.80769 -3.37982 4.89691
O -0.12866 -2.70711 3.87251
C -0.87075 -2.21160 2.90441
O -0.47283 -1.77722 1.85770
O -2.15467 -2.42966 3.25290
H -2.33322 -5.38735 3.70461
H -3.81643 -4.49470 3.50164
H -3.41627 -5.04177 5.07800
H -2.78653 -2.59587 5.20770
H -0.68216 -4.46242 4.91490
H -0.64488 -2.95784 5.88864
C -0.83512 4.47154 3.71993
C 0.53704 4.08692 3.20688
C 1.45779 3.35969 4.23176
O 1.24413 2.05174 4.09124
C 0.79572 1.87914 2.84543
O 0.62420 0.76562 2.32844
O 0.35101 3.03165 2.34191
H -1.01579 5.41949 4.22673
H -1.21610 3.66452 4.34577
H -1.55284 4.37825 2.90490
H 1.09319 4.90169 2.74327
H 1.22320 3.78889 5.20586
H 2.47882 3.60816 3.94219
C 0.20247 -2.14752 -6.64161
C 0.79092 -1.55125 -5.37787
C 1.11364 -0.05567 -5.37602
O 0.79855 0.31571 -4.03741
C 0.36229 -0.77528 -3.35248
O 0.18954 -0.78736 -2.19815
O 0.06059 -1.80422 -4.18775
H -0.72434 -2.69326 -6.46469
H 0.92527 -2.92162 -6.89935
H 0.07708 -1.31123 -7.32936
H 1.80777 -1.94381 -5.37385
H 0.50630 0.64253 -5.95199
H 2.15605 0.26099 -5.41074
*
```

## Properties
Energy relative to the best compared isomer or geometry (same formula, charge and spin), kJ/mol: 424.8



The following is a quantum chemistry calculation of 4 unconnected molecules or ions with the total composition C20H44B2O8, from the Open Molecules 2025 dataset.

```
! wB97M-V def2-TZVPD RIJCOSX def2/J DEFGRID3
* xyz 0 1
C 4.98414 -2.80843 -0.08181
C 4.98435 -1.56030 0.81787
C 3.57696 -1.04335 1.11711
C 2.90814 -0.40100 -0.09725
C 1.53180 0.17818 0.21588
C 0.49094 -0.90330 0.52423
C -0.94815 -0.46248 0.23893
C -1.95712 -1.62730 0.10943
B -1.48287 -2.54569 -1.07271
B -0.23032 -3.70186 -1.04907
O -0.29173 -4.80077 -0.22356
O 0.87183 -3.59321 -1.85815
H 5.60626 -2.69013 -0.97059
H 3.97329 -3.04212 -0.42739
H 5.34834 -3.69149 0.44689
H 5.49616 -1.77807 1.75906
H 5.55477 -0.75345 0.34532
H 3.60775 -0.31336 1.93518
H 2.96264 -1.88139 1.47064
H 2.79652 -1.14193 -0.89467
H 3.57310 0.38389 -0.47868
H 1.64879 0.82494 1.09813
H 1.18132 0.80048 -0.61127
H 0.57779 -1.15878 1.58686
H 0.76905 -1.78658 -0.04766
H -0.99630 0.13399 -0.67899
H -1.24587 0.20722 1.05407
H -2.03502 -2.15479 1.06769
H -2.94034 -1.20374 -0.11561
H -1.99599 -2.32513 -2.14065
H 0.47432 -5.37294 -0.33577
H 0.92496 -2.75978 -2.34342
C -0.59874 1.90240 -4.84139
C 0.80563 1.58633 -4.38188
O 0.83508 0.64765 -3.28986
C 0.75471 -0.67376 -3.47016
C 0.42580 -1.24719 -4.82404
O 0.91038 -1.38075 -2.50241
H -1.10552 1.02605 -5.24564
H -0.56364 2.66553 -5.61935
H -1.18222 2.28937 -4.00640
H 1.43727 1.22528 -5.19459
H 1.27508 2.47518 -3.96567
H -0.65102 -1.42524 -4.84612
H 0.92323 -2.20964 -4.90776
H 0.68671 -0.61195 -5.66391
C -4.43322 -3.05527 2.79995
C -3.88132 -1.77700 3.39214
O -4.42433 -0.60477 2.76936
C -5.61302 -0.07245 3.12757
C -6.50040 -0.80612 4.10651
O -5.94987 0.96181 2.62128
H -5.50523 -3.15005 2.97384
H -3.93593 -3.91567 3.24957
H -4.25249 -3.07704 1.72560
H -4.01939 -1.73388 4.47337
H -2.81244 -1.69883 3.19936
H -7.21404 -1.39361 3.52660
H -7.05974 -0.05986 4.66358
H -5.98333 -1.47459 4.78725
C 2.79209 4.82440 1.92673
C 2.04897 5.88508 1.14325
O 1.59105 5.39781 -0.12576
C 0.44301 4.69857 -0.26129
C -0.33437 4.27262 0.96046
O 0.09275 4.39141 -1.36841
H 2.14275 3.98882 2.18742
H 3.18329 5.25281 2.85057
H 3.62802 4.44212 1.34151
H 1.21968 6.30568 1.71259
H 2.71301 6.70702 0.88118
H -0.01932 3.25775 1.21106
H -1.38522 4.23682 0.68724
H -0.20318 4.89986 1.83661
*
```

## Properties
DFT total energy, eV: -39188.4269



The following is a quantum chemistry calculation of a single C16H21N3O4S molecule, from the Open Molecules 2025 dataset.

```
! wB97M-V def2-TZVPD RIJCOSX def2/J DEFGRID3
* xyz 0 1
C -2.85206 -2.64493 -0.25188
N -2.88154 -3.86005 0.52253
S -1.41705 -4.40535 1.11023
O -1.69638 -5.60123 1.84286
O -0.50769 -4.43696 0.00544
C -0.90897 -3.10893 2.24066
C -1.36693 -3.12042 3.54364
C -1.02136 -2.07300 4.38333
C -0.25066 -1.03001 3.89946
C 0.19869 -1.01646 2.58008
C 1.01532 0.16398 2.14364
O 1.49119 0.94397 2.94731
N 1.18064 0.28588 0.81119
C 1.79958 1.43054 0.19438
C 0.81252 2.05818 -0.80732
C 1.46592 3.14648 -1.60340
C 0.96199 4.31840 -2.09024
C 2.00923 4.92835 -2.82325
C 3.06801 4.08150 -2.73043
O 2.74947 3.00079 -1.99936
N 0.21679 0.99298 -1.62587
C 1.10002 0.47240 -2.65379
C -1.06227 1.37232 -2.18936
C -0.12987 -2.08313 1.74807
H -2.72421 -1.74486 0.36246
H -2.00923 -2.73718 -0.93377
H -3.77140 -2.55771 -0.82960
H -3.60675 -3.90970 1.22010
H -1.96196 -3.95449 3.88127
H -1.35337 -2.06959 5.41022
H 0.02864 -0.20250 4.53472
H 0.65657 -0.28374 0.16322
H 2.05542 2.14598 0.97876
H 2.71910 1.12951 -0.31647
H -0.01285 2.50274 -0.23990
H -0.02568 4.70375 -1.93804
H 1.97267 5.86391 -3.34207
H 4.06407 4.13077 -3.12295
H 2.07154 0.23991 -2.22619
H 1.24233 1.17202 -3.48892
H 0.66587 -0.44691 -3.04700
H -1.73552 1.67569 -1.38856
H -0.98383 2.19358 -2.91588
H -1.49049 0.50605 -2.69248
H 0.22447 -2.17251 0.73318
*
```

## Properties
Energy relative to the best compared isomer or geometry (same formula, charge and spin), kJ/mol: 269.9



The following is a quantum chemistry calculation of a molecular structure, C25H38F9NOY, from the Open Molecules 2025 dataset.

```
! wB97M-V def2-TZVPD RIJCOSX def2/J DEFGRID3
* xyz -1 1
Y -0.53765 -0.48494 -0.46454
C 0.43287 2.12993 -0.26707
C 1.50707 1.18628 -0.20084
C 1.49465 0.65692 1.14344
C 0.39360 1.25827 1.79989
C -0.25167 2.17698 0.94707
C -1.39990 3.09336 1.31268
C -2.00604 3.73592 0.06471
C -2.49446 2.31319 2.04883
C -0.87351 4.20149 2.23730
C 2.39971 -0.29073 1.94618
C 3.38140 0.56011 2.77304
C 1.54767 -1.12155 2.92263
C 3.18469 -1.32210 1.13443
C 2.56370 1.15423 -1.32301
C 2.15842 2.09976 -2.46644
C 2.73251 -0.22520 -1.97744
C 3.90833 1.69283 -0.81164
H 0.16739 2.70135 -1.14282
H 0.12283 1.08044 2.83085
H -2.33997 2.97493 -0.64059
H -1.27745 4.37793 -0.43691
H -2.86152 4.35853 0.34240
H -2.89284 1.52059 1.41243
H -3.32153 2.97607 2.32044
H -2.11092 1.85785 2.96441
H -0.09854 4.78109 1.73129
H -0.43657 3.77478 3.14292
H -1.68122 4.88070 2.52942
H 4.00905 -0.08179 3.39959
H 2.83868 1.25278 3.41991
H 4.03379 1.15090 2.12628
H 1.01517 -0.50193 3.64456
H 2.19966 -1.79540 3.48714
H 0.82891 -1.72372 2.36286
H 3.93618 -0.87938 0.48867
H 2.49285 -1.91791 0.53831
H 3.70957 -1.98701 1.82712
H 1.19350 1.82408 -2.89845
H 2.90585 2.03699 -3.26170
H 2.10077 3.13705 -2.13367
H 1.82009 -0.50447 -2.51741
H 2.92608 -1.02357 -1.26853
H 3.54330 -0.19538 -2.71287
H 3.76178 2.67998 -0.36705
H 4.61959 1.78859 -1.63870
H 4.35720 1.05576 -0.05788
F -3.41487 -1.27568 0.34643
C -4.31788 -0.65479 -0.43700
F -5.26502 -1.55224 -0.74469
F -4.89490 0.29502 0.30932
C -3.58987 -0.03811 -1.67266
O -2.43957 0.52584 -1.27674
C -3.33276 -1.18492 -2.71700
F -2.95522 -2.31392 -2.09748
F -4.39314 -1.48331 -3.48270
F -2.32745 -0.84398 -3.53383
C -4.52109 1.02254 -2.33288
F -4.06487 1.34393 -3.55377
F -4.55643 2.14327 -1.61284
F -5.79130 0.59760 -2.47205
C -1.08711 -4.31493 0.37700
C 0.15949 -3.75777 -0.34539
C 0.14017 -4.26889 -1.79795
C 1.40624 -4.35670 0.33499
N 0.17519 -2.32418 -0.31755
H -1.00674 -5.38910 0.58351
H -1.98398 -4.15087 -0.22651
H -1.21494 -3.78824 1.32439
H 0.04740 -5.36112 -1.85015
H 1.06108 -3.97440 -2.30824
H -0.70155 -3.81972 -2.32760
H 1.41618 -5.45175 0.28288
H 1.44033 -4.05945 1.38700
H 2.30953 -3.97866 -0.14973
*
```

## Properties
Energy relative to the best compared isomer or geometry (same formula, charge and spin), kJ/mol: 60.3



Table of maximum force (hartree/bohr), in record order: 0.1278, 0.0493, 0.0215, 0.0314